{
  "formula": "CH2BrNO4",
  "method": "wB97M-V/def2-TZVPD",
  "species": ["Br", "H", "O", "C", "H", "N", "O", "O", "O"],
  "coordinates": [[-4.10166, 2.03048, 0.41341], [3.09549, -0.93454, 2.67024], [-0.03509, 0.60698, -2.79147], [-0.53133, 1.55495, -2.34079], [-4.82578, 1.11086, -0.48216], [2.47840, -1.95672, 1.14118], [-1.05803, 2.45475, -1.88604], [2.80882, -1.79982, 2.43877], [2.16917, -3.06694, 0.83684]],
  "atomic_forces_ev_per_a": [[-0.6242, -0.8035, -0.7816], [0.2278, 1.6039, -0.6567], [0.1372, 0.1424, -0.0410], [0.7662, -2.0938, -0.8236], [0.6215, 0.7959, 0.7816], [-0.4304, -0.0906, -2.1760], [-0.8987, 1.9576, 0.8641], [-0.4386, -3.1316, 1.3529], [0.6394, 1.6198, 1.4803]],
  "orbital_gap_ev": 10.81,
  "smiles": "O=C=O.O=NO.Br",
  "homo_energy_ev": -10.4815,
  "lumo_ev": 0.3263,
  "max_force_ev_per_a": 3.4,
  "total_charge": 0
}